# 1
Below is a single C22H33N3O molecule, with properties calculated with ωB97M-V/def2-TZVPD.

The geometry in XYZ format:
```
59
Properties=species:S:1:pos:R:3
C 4.52 3.17 1.41
N 3.41 2.40 0.88
C 3.68 0.97 0.85
C 2.54 0.20 0.16
N 1.25 0.39 0.81
C 0.35 1.37 0.26
C -0.35 0.82 -1.01
N -0.67 -0.57 -0.79
C -1.36 -1.24 -1.88
C -1.40 -2.75 -1.63
C -2.46 -3.18 -0.61
C -2.25 -2.58 0.75
C -1.10 -2.86 1.48
C -0.89 -2.27 2.71
C -1.82 -1.39 3.23
C -2.98 -1.12 2.52
C -3.19 -1.71 1.29
C -1.54 1.70 -1.33
C -1.51 2.59 -2.40
C -2.60 3.39 -2.69
C -3.75 3.30 -1.92
C -3.79 2.42 -0.86
C -2.70 1.63 -0.56
C 2.82 -1.32 0.15
C 4.11 -1.69 -0.57
O 1.76 -2.00 -0.48
H 4.24 4.22 1.43
H 4.83 2.86 2.42
H 5.38 3.05 0.74
H 2.59 2.58 1.45
H 3.84 0.55 1.86
H 4.60 0.83 0.28
H 2.46 0.55 -0.87
H 1.36 0.49 1.81
H 0.83 2.32 0.00
H -0.42 1.56 1.01
H 0.35 0.86 -1.85
H -1.19 -0.68 0.07
H -0.78 -1.05 -2.79
H -2.38 -0.86 -2.04
H -0.41 -3.07 -1.30
H -1.61 -3.25 -2.58
H -3.45 -2.91 -0.99
H -2.42 -4.27 -0.53
H -0.36 -3.54 1.07
H 0.01 -2.49 3.26
H -1.65 -0.92 4.19
H -3.71 -0.44 2.93
H -4.09 -1.49 0.74
H -0.62 2.66 -3.00
H -2.56 4.08 -3.52
H -4.60 3.92 -2.15
H -4.69 2.35 -0.25
H -2.75 0.94 0.27
H 2.88 -1.66 1.20
H 4.98 -1.41 0.02
H 4.12 -2.77 -0.72
H 4.15 -1.21 -1.54
H 0.95 -1.44 -0.41
```

As for the max |F|: 0.644 eV Å⁻¹. The value obtained for the energy relative to the best compared isomer or geometry (same formula, charge and spin) is 44.21 kcal per mole. For the total energy, the calculation gives -29867.5942 eV. As for the SMILES: CNC[C@H](NC[C@@H](NCCCc1ccccc1)c1ccccc1)[C@H](C)O. For the LUMO energy, the calculation gives 0.774 eV. The value obtained for the HOMO energy is -8.298 eV. The value obtained for the molecular weight is 355.5 g/mol. As for the gap between HOMO and LUMO: 9.072 eV.

Mulliken population analysis, charges in e, atoms 1 to 4:
1 C -0.957
2 N -0.245
3 C -1.271
4 C -0.149

***

# 2
Below is a molecular structure, C31H53N4OPSSiZr, with properties calculated with ωB97M-V/def2-TZVPD.

The geometry in XYZ format:
```
93
Properties=species:S:1:pos:R:3
Zr 0.44 -0.14 -0.61
S 0.53 -3.86 -3.23
C -1.15 -3.70 -2.81
C -2.20 -4.57 -3.09
C -3.46 -4.21 -2.67
C -3.68 -3.01 -1.99
C -2.64 -2.15 -1.70
C -1.36 -2.51 -2.11
N -0.18 -1.78 -1.92
C 0.87 -2.37 -2.49
C 2.19 -1.73 -2.44
C 3.24 -2.22 -3.21
C 4.48 -1.59 -3.15
C 4.65 -0.48 -2.33
C 3.59 0.01 -1.58
C 2.34 -0.60 -1.61
H -2.04 -5.49 -3.63
H -4.30 -4.86 -2.87
H -4.68 -2.75 -1.68
H -2.82 -1.21 -1.18
H 3.11 -3.07 -3.86
H 5.30 -1.96 -3.74
H 5.62 0.01 -2.28
H 3.77 0.88 -0.96
C 1.62 3.13 -1.17
N 0.30 3.69 -1.40
C 0.34 5.14 -1.67
P -1.09 2.85 -1.52
O -0.71 1.34 -1.53
N -1.80 3.34 -2.90
C -3.25 3.43 -3.08
C -1.04 3.37 -4.15
N -2.10 3.06 -0.25
C -2.32 4.40 0.30
C -3.19 2.13 0.05
H 2.01 3.37 -0.18
H 2.31 3.52 -1.93
H 1.64 2.05 -1.32
H 0.62 5.69 -0.78
H -0.64 5.49 -2.01
H 1.07 5.34 -2.46
H -3.75 3.53 -2.13
H -3.63 2.55 -3.61
H -3.47 4.31 -3.68
H 0.02 3.26 -3.96
H -1.21 4.32 -4.66
H -1.36 2.55 -4.80
H -1.42 5.01 0.21
H -2.55 4.30 1.36
H -3.15 4.91 -0.19
H -3.00 1.15 -0.40
H -4.15 2.49 -0.31
H -3.26 2.01 1.13
C -1.09 -2.13 4.14
C -1.17 -1.62 2.69
C -1.83 -2.71 1.83
C -2.12 -0.42 2.67
Si 0.55 -1.15 1.95
C 1.86 -2.55 2.17
C 3.00 -2.51 1.15
C 1.19 -3.92 2.01
C 2.47 -2.48 3.58
C 1.19 0.58 2.59
C 2.64 0.80 2.14
C 0.38 1.68 1.89
C 1.10 0.82 4.10
H -2.10 -2.35 4.50
H -0.65 -1.40 4.82
H -0.51 -3.06 4.22
H -2.85 -2.87 2.18
H -1.31 -3.67 1.88
H -1.89 -2.43 0.78
H -3.11 -0.74 2.99
H -2.23 -0.01 1.66
H -1.81 0.39 3.34
H 2.65 -2.73 0.14
H 3.73 -3.29 1.41
H 3.54 -1.56 1.11
H 0.68 -4.03 1.05
H 0.48 -4.15 2.80
H 1.97 -4.70 2.05
H 3.10 -1.60 3.72
H 3.11 -3.35 3.74
H 1.72 -2.48 4.37
H 2.78 0.63 1.06
H 3.34 0.14 2.64
H 2.95 1.83 2.35
H 0.45 1.67 0.77
H 0.77 2.68 2.11
H -0.69 1.67 2.10
H 1.66 0.08 4.66
H 0.07 0.79 4.45
H 1.50 1.80 4.35
```

As for the max |F|: 0.621 eV Å⁻¹. For the total energy, the calculation gives -70286.6675 eV. For the LUMO energy, the calculation gives -6.382 eV. The value obtained for the HOMO energy is -13.243 eV. As for the net charge: +2. The value obtained for the molecular weight is 680.1 g/mol. As for the gap between HOMO and LUMO: 6.860 eV.

Mulliken population analysis, charges in e, atoms 1 to 4:
1 Zr -0.755
2 S -0.295
3 C 0.485
4 C -0.663

***

# 3
Below is 2 unconnected molecules or ions with the total composition C24H33N2 at a distorted geometry, with properties calculated with ωB97M-V/def2-TZVPD.

The geometry in XYZ format:
```
59
Properties=species:S:1:pos:R:3
C -2.99 1.46 -2.21
C -2.81 -0.04 -1.97
C -4.15 -0.76 -2.16
C -1.81 -0.64 -2.96
C -2.36 -0.21 -0.53
N -3.15 -0.80 0.41
C -2.51 -0.84 1.64
C -1.25 -0.25 1.49
C -0.35 -0.25 2.57
C -0.80 -0.75 3.80
C -2.08 -1.30 3.95
C -2.96 -1.35 2.86
C -1.16 0.17 0.09
C 0.02 0.71 -0.56
C 0.90 1.67 0.15
C 0.41 2.47 1.20
C 1.27 3.32 1.89
C 2.60 3.44 1.51
C 3.54 4.31 2.29
C 3.06 2.75 0.38
C 2.21 1.90 -0.31
H -2.05 2.01 -2.07
H -3.34 1.63 -3.24
H -3.73 1.87 -1.52
H -4.07 -1.83 -1.96
H -4.94 -0.32 -1.54
H -4.46 -0.65 -3.21
H -1.58 -1.68 -2.71
H -2.24 -0.62 -3.97
H -0.87 -0.08 -3.01
H -4.09 -1.15 0.26
H 0.65 0.17 2.46
H -0.13 -0.71 4.66
H -2.39 -1.68 4.92
H -3.96 -1.77 2.94
H -0.09 0.97 -1.63
H -0.64 2.40 1.48
H 0.89 3.93 2.72
H 4.53 4.33 1.82
H 3.18 5.35 2.37
H 3.64 3.93 3.31
H 4.07 2.92 0.00
H 2.53 1.37 -1.21
C 2.84 -2.84 0.26
C 2.09 -2.10 -0.84
C 3.08 -1.50 -1.83
C 1.08 -3.05 -1.48
N 1.33 -0.94 -0.32
H 2.16 -3.34 0.97
H 3.44 -3.63 -0.23
H 3.52 -2.19 0.81
H 2.56 -0.93 -2.61
H 3.74 -0.81 -1.29
H 3.67 -2.29 -2.29
H 0.42 -2.51 -2.16
H 1.60 -3.83 -2.04
H 0.46 -3.50 -0.70
H 0.72 -0.69 -1.10
H 0.77 -1.26 0.47
```

As for the max |F|: 4.628 eV Å⁻¹. The value obtained for the energy relative to the best compared isomer or geometry (same formula, charge and spin) is 31.09 kcal per mole. For the total energy, the calculation gives -28397.0492 eV. For the LUMO energy, the calculation gives -4.404 eV. The value obtained for the HOMO energy is -11.428 eV. As for the net charge: +1. The value obtained for the molecular weight is 349.5 g/mol. As for the gap between HOMO and LUMO: 7.024 eV.

Mulliken population analysis, charges in e, atoms 1 to 4:
1 C -1.538
2 C 2.164
3 C -2.135
4 C -1.449

***

# 4
Below is a molecular structure, C32H55BMnN12O7S2Si, with properties calculated with ωB97M-V/def2-TZVPD.

The geometry in XYZ format:
```
111
Properties=species:S:1:pos:R:3
Mn -0.56 -1.06 0.42
C 0.88 -4.29 -1.90
C -0.15 -3.57 -1.32
N 0.35 -2.62 -0.52
N 1.71 -2.73 -0.56
C 2.04 -3.73 -1.39
B 2.55 -1.69 0.22
N 2.30 -0.30 -0.43
C 3.11 0.54 -1.09
C 2.38 1.67 -1.43
C 1.10 1.41 -0.94
N 1.06 0.22 -0.35
N 1.95 -1.64 1.68
C 2.58 -1.88 2.84
C 1.67 -1.74 3.88
C 0.48 -1.41 3.26
N 0.66 -1.35 1.94
N 4.01 -2.02 0.30
C 5.02 -1.22 0.75
C 6.12 -2.00 0.96
C 5.68 -3.31 0.63
N 4.42 -3.31 0.26
H 0.81 -5.12 -2.58
H -1.21 -3.68 -1.44
H 3.08 -3.99 -1.53
H 4.14 0.30 -1.28
H 2.73 2.54 -1.96
H 0.22 2.03 -0.99
H 3.62 -2.15 2.85
H 1.86 -1.86 4.93
H -0.49 -1.19 3.70
H 4.88 -0.16 0.90
H 7.09 -1.70 1.29
H 6.24 -4.23 0.65
N -1.97 -2.61 1.38
H -2.69 -2.16 1.96
H -1.41 -3.20 1.99
H -2.46 -3.24 0.75
C -2.51 -4.13 -7.26
C -2.96 -2.78 -7.79
S -2.41 -1.41 -6.81
O -2.83 -0.19 -7.42
O -1.02 -1.60 -6.45
C -3.29 -1.54 -5.25
C -2.96 -0.25 -4.50
N -2.83 -0.46 -3.04
C -1.65 -0.63 -2.42
N -1.85 -0.73 -1.10
C -3.20 -0.63 -0.87
C -3.81 -0.47 -2.07
N -5.22 -0.34 -2.31
O -5.60 -0.31 -3.46
O -5.91 -0.20 -1.32
C -0.35 -0.68 -3.14
H -2.79 -4.91 -7.97
H -2.98 -4.37 -6.31
H -1.43 -4.15 -7.13
H -4.05 -2.68 -7.85
H -2.55 -2.56 -8.77
H -2.89 -2.42 -4.74
H -4.36 -1.65 -5.41
H -3.70 0.52 -4.68
H -1.99 0.14 -4.82
H -3.65 -0.66 0.11
H -0.01 0.34 -3.38
H -0.44 -1.22 -4.09
H 0.41 -1.15 -2.53
C -0.93 2.51 4.68
C -1.77 1.44 5.36
C -2.96 2.03 6.10
C -0.93 0.58 6.30
O -2.26 0.51 4.33
Si -3.13 0.73 3.00
S -1.47 0.88 1.50
O -3.87 2.13 2.93
C -4.55 3.01 1.98
C -3.73 4.29 1.93
C -4.60 2.34 0.61
C -5.93 3.27 2.54
O -3.93 -0.61 2.57
C -5.20 -1.13 3.15
C -5.51 -0.41 4.45
C -6.29 -0.90 2.12
C -4.98 -2.61 3.40
H -0.50 3.17 5.43
H -1.54 3.11 4.01
H -0.11 2.05 4.12
H -2.60 2.71 6.87
H -3.54 1.25 6.58
H -3.60 2.59 5.42
H -0.58 1.18 7.13
H -0.05 0.19 5.78
H -1.51 -0.25 6.69
H -2.72 4.09 1.57
H -3.66 4.73 2.92
H -4.19 5.01 1.27
H -3.60 2.19 0.21
H -5.14 2.98 -0.09
H -5.12 1.38 0.66
H -5.87 3.69 3.54
H -6.52 2.35 2.58
H -6.46 3.98 1.90
H -5.67 0.66 4.29
H -4.70 -0.55 5.17
H -6.42 -0.81 4.89
H -6.35 0.15 1.85
H -7.26 -1.19 2.53
H -6.11 -1.48 1.22
H -4.17 -2.77 4.10
H -4.77 -3.13 2.46
H -5.88 -3.05 3.82
```

As for the max |F|: 0.554 eV Å⁻¹. The value obtained for the energy relative to the best compared isomer or geometry (same formula, charge and spin) is 0.00 kcal per mole. For the total energy, the calculation gives -127828.0428 eV. For the LUMO energy (spin up / spin down), the calculation gives -7.091 / -8.510 eV. The value obtained for the HOMO energy (spin up / spin down) is -13.762 / -13.763 eV. As for the expectation value of S²: 8.798. As for the net charge: +2. The value obtained for the molecular weight is 877.8 g/mol. As for the gap between HOMO and LUMO (spin up / spin down): 6.671 / 5.253 eV. Its spin multiplicity is 6.

Mulliken population analysis, charges in e, atoms 1 to 4:
1 Mn 0.485
2 C -1.613
3 C -0.257
4 N 0.055

***

# 5
Below is 2 unconnected molecules or ions with the total composition C3H2FNO2 at a distorted geometry, with properties calculated with ωB97M-V/def2-TZVPD.

The geometry in XYZ format:
```
9
Properties=species:S:1:pos:R:3
C 0.35 -0.09 -0.28
C -0.79 0.49 -0.78
C -0.04 -0.36 1.00
H 2.42 -0.34 -0.29
H -0.82 0.81 -1.80
N -1.68 0.92 0.03
O 1.34 -0.70 -1.12
O -1.15 0.43 1.28
F 0.36 -1.16 1.97
```

As for the max |F|: 7.041 eV Å⁻¹. The value obtained for the energy relative to the best compared isomer or geometry (same formula, charge and spin) is 102.07 kcal per mole. For the total energy, the calculation gives -11440.6980 eV. For the LUMO energy, the calculation gives -0.882 eV. The value obtained for the HOMO energy is -9.698 eV. The value obtained for the molecular weight is 103.1 g/mol. As for the gap between HOMO and LUMO: 8.816 eV.

Mulliken population analysis, charges in e, atoms 1 to 4:
1 C 0.443
2 C -0.268
3 C 0.354
4 H 0.405